Computed, not measured: a molecular structure, C21H28F5O2Rh at a distorted geometry, with wB97M-V/def2-TZVPD.

ORCA input file:
```
! RIJCOSX wB97M-V def2-TZVPD def2/J DEFGRID3
* xyz 0 5
O 0.85848 0.01986 -2.71580
C 0.37388 -0.70070 -3.87186
C 1.80686 -0.88983 -4.37944
H -0.23705 -0.06394 -4.52258
H -0.14290 -1.60695 -3.54773
C 2.25116 -0.19593 -3.07508
H 2.02059 -0.26205 -5.24041
H 2.10224 -1.92758 -4.54320
C 2.88783 1.17374 -3.23749
H 2.25830 1.79458 -3.88567
H 3.89111 1.09167 -3.67160
H 2.96738 1.63812 -2.24818
C 2.99495 -1.09477 -2.10734
H 2.55905 -2.10027 -2.11109
H 2.94667 -0.66439 -1.09911
H 4.04756 -1.15574 -2.42162
Rh -0.63649 0.21451 0.09156
C -0.05324 -1.72215 1.63760
C -1.35688 -1.53868 1.04718
C -1.20802 -1.82961 -0.38117
H -2.30821 -1.40020 1.55073
C 0.15510 -2.25395 -0.58784
C 0.83969 -2.20237 0.64786
H 1.85722 -2.55470 0.82230
H 0.15820 -1.61471 2.70097
H -2.03131 -1.94745 -1.07151
H 0.52535 -2.68931 -1.50954
C 0.22057 1.40581 1.92290
C 1.55332 0.93647 1.71307
C 1.94478 1.25168 0.39556
H 2.18715 0.47043 2.46434
C 0.86034 1.93192 -0.25420
C -0.18949 2.12952 0.73215
H -1.02279 2.82336 0.65729
H -0.35657 1.37933 2.84498
H 2.93864 1.12669 -0.02812
H 0.87900 2.40176 -1.23235
O 1.11587 0.12954 -6.85727
C 2.39889 -0.14681 -7.49428
C 2.26140 -0.07137 -9.01753
H 2.71709 -1.15981 -7.19676
H 3.14960 0.55615 -7.09409
C 0.73995 -0.02716 -9.26211
H 2.72615 -0.94281 -9.47814
H 2.73229 0.84063 -9.38882
C 0.13353 0.33401 -7.89146
H 0.38771 -1.01331 -9.57417
H 0.46391 0.71728 -10.00885
H -0.76262 -0.25287 -7.63903
H -0.14251 1.40004 -7.87328
F -1.90783 2.18775 -1.67334
C -2.17296 0.95655 -1.12191
F -2.43950 0.08325 -2.15856
C -3.48422 1.08096 -0.29628
F -4.45435 1.69731 -1.00327
F -3.93346 -0.16358 0.03574
F -3.31870 1.78675 0.85953
*
```

- ⟨S²⟩ = 6.030
- HOMO (alpha / beta) (eV) = -5.840 / -8.388
- calculated total energy (eV) = -42914.6000